ORCA calculation (wB97M-V/def2-TZVPD) on the ion C3H10N with charge +1.

Structure (XYZ):
```
14
Properties=species:S:1:pos:R:3
C -0.9178 0.8463 0.7683
C 0.2540 -0.0132 0.3321
C -0.1394 -1.4353 -0.0074
N 0.9333 0.6183 -0.9020
H -0.6285 1.6830 1.3909
H -1.4281 1.2441 -0.1174
H -1.6879 0.2627 1.2671
H 1.0482 -0.0089 1.0764
H -0.8989 -1.4784 -0.7886
H -0.5381 -1.8911 0.8982
H 0.7042 -2.0471 -0.3123
H 1.7171 1.1710 -0.6063
H 1.2755 -0.1072 -1.4927
H 0.3064 1.1558 -1.5062
```

Total charge: +1
HOMO level: -17.2 eV
Energy relative to the best compared isomer or geometry (same formula, charge and spin): 0.125 eV

Mulliken atomic charge list, values in e, 4 entries: atom 1 (C): -1.224, atom 2 (C): 0.453, atom 3 (C): -1.525, atom 4 (N): -0.328